[1]
The following is a quantum chemistry calculation of the molecule C5H7NO in a non-equilibrium geometry, from the Open Molecules 2025 dataset.

Electronic energy: -8831.126 eV
Orbital gap: 0.303 Ha
E_LUMO: -0.86 eV
Relative energy (zero: lowest compared OMol25 entry of this formula, charge and spin): 489.8 kJ/mol

Geometry as XYZ:
```
14
Properties=species:S:1:pos:R:3:nbo_charge:R:1
C 0.2246 -0.5685 -1.9365 -0.581
C 0.8941 0.1668 -0.7633 -0.598
C 0.3598 -0.3677 0.5016 0.228
C 0.1460 0.5870 1.5963 -0.276
O -0.8678 0.0350 2.5122 -0.483
C -1.8790 -0.3692 1.8066 0.545
N -2.7415 -0.6332 1.0729 -0.419
H 0.4070 -1.6428 -1.8442 0.224
H 0.6201 -0.2084 -2.8912 0.210
H -0.8570 -0.4092 -1.9027 0.220
H 1.9623 -0.1055 -0.7732 0.274
H 0.8533 1.2612 -0.8815 0.189
H 1.0640 0.6555 2.2039 0.261
H -0.1859 1.5993 1.2992 0.205
```

***

[2]
The following is a quantum chemistry calculation of a cluster of 2 separate species, C5H7NO in total in a non-equilibrium geometry, from the Open Molecules 2025 dataset.

Electronic energy: -8831.448 eV
Orbital gap: 0.294 Ha
E_LUMO: -1.80 eV
Relative energy (zero: lowest compared OMol25 entry of this formula, charge and spin): 458.8 kJ/mol

Geometry as XYZ:
```
14
Properties=species:S:1:pos:R:3:nbo_charge:R:1
C 0.9015 -0.9085 1.0581 -0.725
C 0.2255 -0.8319 -0.2467 0.336
C -0.8480 0.0210 -0.5752 -0.743
C -1.6364 0.7410 0.4749 0.445
O -1.3868 0.7202 1.6573 -0.512
C 1.8084 0.8444 -1.3892 -0.045
N 1.1715 1.7790 -1.7204 -0.662
H 1.0323 0.0822 1.4970 0.289
H 1.8514 -1.4368 0.9859 0.247
H 0.2166 -1.4389 1.7389 0.281
H 0.5783 -1.4936 -1.0352 0.231
H -0.0215 0.8349 -1.0393 0.455
H -1.3989 -0.2304 -1.4844 0.271
H -2.4938 1.3173 0.0784 0.134
```

***

[3]
The following is a quantum chemistry calculation of the molecule C5H7NO in a non-equilibrium geometry, from the Open Molecules 2025 dataset.

Electronic energy: -8831.371 eV
Orbital gap: 0.272 Ha
E_LUMO: 0.13 eV
Relative energy (zero: lowest compared OMol25 entry of this formula, charge and spin): 466.2 kJ/mol

Geometry as XYZ:
```
14
Properties=species:S:1:pos:R:3:nbo_charge:R:1
C 1.8233 -0.7966 -0.1227 -0.404
C -0.7565 -0.0738 -1.2099 -0.490
C -1.6758 0.9202 -1.3467 -0.012
O -1.9830 1.6329 -0.1752 -0.431
C -1.2178 1.0749 0.7711 0.026
C -0.5110 0.0865 0.1745 -0.093
N 0.5231 -0.7948 0.7360 -0.508
H 2.0121 -0.1124 -0.9983 0.277
H 2.0001 -1.7989 -0.5056 0.223
H 2.5230 -0.5486 0.6414 0.191
H -2.2432 1.3181 -2.1756 0.184
H -1.2891 1.4515 1.7637 0.190
H 0.1122 -1.7283 0.6915 0.430
H 0.6826 -0.6308 1.7558 0.417
```

***

[4]
The following is a quantum chemistry calculation of a cluster of 2 separate species, C5H7NO in total in a non-equilibrium geometry, from the Open Molecules 2025 dataset.

Electronic energy: -8830.303 eV
Orbital gap: 0.290 Ha
SMILES: CC1=CN1.C=C=O
E_LUMO: 0.27 eV
Relative energy (zero: lowest compared OMol25 entry of this formula, charge and spin): 569.3 kJ/mol

Geometry as XYZ:
```
14
Properties=species:S:1:pos:R:3:nbo_charge:R:1
C -1.0315 -0.5385 -0.8955 -0.689
C 0.3995 -0.8524 -0.8461 0.195
C 1.6399 -0.7204 -0.3933 -0.126
N 1.2943 -1.9239 -1.2928 -0.656
H -1.5039 -1.4901 -1.2028 0.240
H -1.3644 0.3362 -1.3387 0.251
H -1.4134 -0.2635 0.0745 0.241
H 2.2075 -0.5289 0.4649 0.216
H 1.2981 -2.8201 -0.8766 0.329
C 0.1635 2.0553 2.1010 -0.779
C 0.6823 1.3053 3.0049 0.703
O 0.9206 0.8308 4.0575 -0.452
H -0.2677 3.0251 2.5142 0.277
H 0.2615 2.0032 1.0819 0.250
```

***

[5]
The following is a quantum chemistry calculation of the molecule C5H7NO, from the Open Molecules 2025 dataset.

Electronic energy: -8836.106 eV
Orbital gap: 0.341 Ha
SMILES: CC1=CNC(=O)C1
E_LUMO: 0.85 eV
Relative energy (zero: lowest compared OMol25 entry of this formula, charge and spin): 9.3 kJ/mol

Geometry as XYZ:
```
14
Properties=species:S:1:pos:R:3:nbo_charge:R:1
C 1.7166 0.4410 -0.9311 -0.628
C 0.4166 -0.0108 -0.3534 -0.044
C 0.1566 -1.2024 0.1889 -0.033
N -1.0899 -1.2203 0.8503 -0.628
C -1.6177 0.0620 0.8894 0.691
O -2.5471 0.4307 1.5702 -0.583
C -0.7763 0.8772 -0.0971 -0.543
H 1.5968 1.0755 -1.8153 0.216
H 2.3507 -0.4126 -1.1930 0.220
H 2.2508 1.0301 -0.1735 0.218
H 0.7723 -2.0933 0.1800 0.211
H -1.2985 -1.8731 1.5924 0.410
H -0.5504 1.8733 0.2987 0.244
H -1.3805 1.0228 -1.0065 0.249
```

***

[6]
The following is a quantum chemistry calculation of the molecule C5H7NO in a non-equilibrium geometry, from the Open Molecules 2025 dataset.

Electronic energy: -8831.632 eV
Orbital gap: 0.283 Ha
E_LUMO: -0.55 eV
Relative energy (zero: lowest compared OMol25 entry of this formula, charge and spin): 441.0 kJ/mol

Geometry as XYZ:
```
14
Properties=species:S:1:pos:R:3:nbo_charge:R:1
C 1.5345 -0.7723 -1.4085 -0.129
C -0.6364 -0.6280 -0.5116 -0.300
C 0.0047 0.5448 0.2071 0.028
C 2.0961 -0.4201 -0.2048 0.244
C -0.8133 0.8577 1.3731 -0.644
N 0.2598 -1.1299 -1.4608 -0.310
O 1.3319 0.1487 0.6896 -0.437
H 2.1748 -1.0065 -2.1732 0.197
H -1.2263 -1.3668 0.0822 0.226
H -1.4046 -0.3039 -1.1553 0.246
H 0.1551 1.3315 -0.6223 0.199
H -1.0664 -0.0542 2.0165 0.221
H -1.8183 1.1665 1.0516 0.223
H -0.5915 1.6326 2.1166 0.236
```

***

- Number 5 is which compound?
  C5H7NO